[1]
The following is a DFT calculation (ωB97M-V/def2-TZVPD) of a structure of composition C6H3FO8Ru at a distorted geometry.

Each line ends with the Löwdin spin population.
Positions of all 19 atoms, in Å:
C1 1.84858 -0.83335 -1.06023  0.050
C2 1.94180 0.41967 -0.24155  0.011
O1 2.75302 1.32784 -0.96690  0.003
C3 2.74068 1.03233 -2.28214  0.001
O2 2.19410 -0.15119 -2.48898  0.025
O3 3.34126 1.68938 -3.09469  0.004
O4 0.78360 -1.54966 -1.16823  0.336
F1 2.92185 -1.67277 -0.76349  0.018
H1 2.32247 0.26428 0.77119  0.000
O5 -1.66316 -1.77258 0.62070  0.298
C4 -2.15763 -0.68445 1.03445  0.141
C5 -1.78743 0.64085 1.00162  0.456
O6 -2.59745 1.29652 1.94930  0.137
C6 -3.57838 0.47307 2.30757  -0.001
O7 -4.63387 0.79292 2.77801  0.080
O8 -3.29079 -0.76414 1.83700  0.027
Ru1 -0.37149 -2.63570 -0.32477  3.395
H2 -1.59286 1.22160 0.10470  0.015
H3 0.82570 0.90537 -0.01356  0.003

Summary:
Molecular weight, g/mol: 323.15
<S²>: 8.77
Lowest unoccupied orbital energy (alpha / beta), eV: -5.21 / -8.29
Maximum force, eV Å⁻¹: 7.5
DFT total energy, hartree: -1026.6268
Total charge: +1
Spin multiplicity: 6
HOMO level (alpha / beta), eV: -13.633 / -13.673
ΔE to the lowest compared entry with this formula, charge and spin, kcal/mol: 38.1


[2]
The following is a DFT calculation (ωB97M-V/def2-TZVPD) of a structure of composition C32H36N2O3PRuS5.

Each line ends with the Löwdin spin population.
Positions of all 80 atoms, in Å:
Ru1 0.36499 -0.54437 0.74556  3.322
C1 -2.39840 -4.27713 0.74512  0.002
C2 -0.96985 -4.68892 0.42140  0.016
S1 0.33784 -3.42469 0.58055  0.079
C3 1.09678 -3.74975 2.18246  0.006
C4 0.47973 -3.08307 3.40637  0.008
S2 0.01820 -1.34425 3.16897  0.089
C5 -1.78739 -1.31927 3.40152  0.016
C6 -2.63322 -1.94154 2.29947  0.011
S3 -2.72709 -3.75343 2.44035  0.002
H1 -3.03964 -5.14142 0.56485  0.000
H2 -2.74346 -3.49318 0.07601  0.000
H3 -0.90999 -5.02388 -0.61457  0.000
H4 -0.64811 -5.52128 1.04822  0.002
H5 2.14235 -3.45962 2.06933  0.000
H6 1.11269 -4.82998 2.33521  0.001
H7 1.18845 -3.11366 4.23414  0.001
H8 -0.42583 -3.60028 3.70766  0.000
H9 -2.02463 -0.25936 3.51717  0.000
H10 -1.96948 -1.78819 4.36951  0.002
H11 -2.22634 -1.70306 1.31319  0.008
H12 -3.63678 -1.51594 2.34551  0.000
N1 2.66122 -1.15966 0.50932  0.096
C7 3.47843 -0.07236 0.03372  0.077
C8 4.14079 0.74440 0.93873  -0.002
C9 4.76286 1.89289 0.48522  0.070
C10 4.68828 2.18946 -0.87626  0.089
C11 4.14951 1.29961 -1.80666  0.070
C12 3.50736 0.17381 -1.33275  -0.002
S4 5.22547 3.80811 -1.42622  0.035
O1 6.49813 2.99370 -1.76242  0.647
O2 4.50664 4.24379 -2.57567  0.003
O3 5.38310 4.68398 -0.31506  0.004
H13 2.95850 -1.46460 1.42993  0.003
H14 2.72219 -1.96649 -0.10700  0.005
H15 4.12826 0.51735 1.99832  -0.001
H16 5.24827 2.58250 1.16200  0.002
H17 4.16790 1.54098 -2.86053  0.002
H18 3.01400 -0.50359 -2.02134  -0.002
S5 1.65282 3.28966 3.22710  0.017
C13 1.34288 1.67356 2.84396  0.021
N2 1.19131 1.37932 1.57506  0.085
C14 1.29537 2.55348 0.80205  0.011
C15 1.16583 2.65263 -0.58197  0.008
C16 1.33434 3.87957 -1.17940  0.001
C17 1.62532 5.02267 -0.41527  -0.001
C18 1.74096 4.94635 0.95292  0.001
C19 1.56813 3.69482 1.55108  0.003
H19 1.31721 0.92207 3.61934  0.001
H20 0.97426 1.77509 -1.18273  0.006
H21 1.26179 3.96979 -2.25511  0.000
H22 1.76988 5.97218 -0.91129  0.000
H23 1.97188 5.82277 1.54254  0.000
C20 -0.17138 -0.17170 -2.84258  0.018
P1 -1.10258 -0.33632 -1.28518  0.085
C21 -2.36322 -1.57206 -1.66125  0.009
C22 -3.68185 -1.40197 -1.24464  0.004
C23 -4.63758 -2.35615 -1.56825  0.000
C24 -4.28216 -3.47722 -2.30605  0.005
C25 -2.96853 -3.65004 -2.72586  0.000
C26 -2.01096 -2.69866 -2.40699  0.003
C27 -1.97573 1.22528 -1.05580  0.016
C28 -2.17526 1.73879 0.22195  0.018
C29 -2.85142 2.93684 0.40783  0.001
C30 -3.33196 3.62980 -0.69354  0.002
C31 -3.14897 3.12187 -1.97475  0.001
C32 -2.48061 1.92229 -2.15508  0.002
H24 -0.85030 -0.28106 -3.68806  0.003
H25 0.60328 -0.93344 -2.92159  0.001
H26 0.29015 0.81300 -2.88122  0.000
H27 -3.97701 -0.51440 -0.69754  0.000
H28 -5.66376 -2.21468 -1.25708  0.000
H29 -5.03253 -4.21064 -2.56920  0.000
H30 -2.69510 -4.51386 -3.31704  0.000
H31 -0.99301 -2.83730 -2.75500  0.000
H32 -1.81061 1.20928 1.10211  0.012
H33 -3.00134 3.32968 1.40455  0.000
H34 -3.85725 4.56562 -0.55776  0.000
H35 -3.53101 3.65859 -2.83232  0.000
H36 -2.35296 1.53687 -3.15930  0.000

Summary:
Molecular weight, g/mol: 789.03
<S²>: 8.78
Lowest unoccupied orbital energy (alpha / beta), eV: -5.12 / -7.67
Maximum force, eV Å⁻¹: 0.8
DFT total energy, hartree: -4002.8134
Total charge: +2
Spin multiplicity: 6
HOMO level (alpha / beta), eV: -13.871 / -14.022
ΔE to the lowest compared entry with this formula, charge and spin, kcal/mol: 0.0


Number 2 is which compound? C32H36N2O3PRuS5


Look up the total charge of the second one. +2